Molecular formula: C15H13HgN2O6S3Te
Method: DFT, ωB97M-V with the def2-TZVPD basis set

Output
LUMO level (alpha / beta) ... 3.9972 / 3.9598 eV
Max |F| ... 0.0058 Eh/bohr
Energy above the lowest of the compared OMol25 structures with the same formula, charge and spin ... 0.0 kJ/mol
E_tot ... -2756.45731 Eh
2S+1 ... 2
Orbital gap (alpha / beta) ... 0.194 / 0.223 hartree
Net charge ... -2

Last column: natural (NBO) charge in e.
Cartesian coordinates (Å):
Hg 0.323952 0.250276 -1.177036  0.58
Te 2.343595 0.555131 -3.095971  -0.12
S 2.817564 0.598687 0.876075  2.40
S 0.581299 -0.541107 3.476284  2.41
S 1.577332 1.070654 -6.294279  0.41
O -0.089695 -0.096269 2.270980  -1.01
O 4.150394 0.845523 0.347569  -1.02
O 1.093711 -1.912798 3.410795  -1.04
O 1.843449 1.624004 0.496366  -1.04
O 2.330966 -0.750984 0.618915  -1.03
O -0.165580 -0.279155 4.699693  -1.03
N 0.019008 -2.789528 0.932331  -0.81
N 0.501763 -2.671903 -1.332411  -0.52
C 2.376952 0.794582 4.989720  -0.23
C 0.264606 0.367812 -7.154121  -0.47
C 1.160570 0.287327 -4.816246  -0.47
C -0.473684 -0.425002 -6.330081  -0.26
C 0.743426 -3.223299 -0.138124  0.42
C 4.447792 1.807179 4.353327  -0.24
C 3.535295 1.468702 5.338331  -0.24
C 0.036475 -0.472513 -5.002293  -0.34
C 2.067503 -4.166706 -2.357557  -0.35
C 3.004529 0.815438 2.670571  -0.34
C 2.092995 0.448295 3.669858  -0.21
C 4.174787 1.479265 3.035713  -0.20
C 1.676097 -4.272785 0.003205  -0.30
C 1.154376 -3.131277 -2.397131  0.07
C 2.331984 -4.734873 -1.109880  -0.16
H 0.954961 -2.614817 -3.331813  0.19
H 1.653126 0.518871 5.743599  0.24
H 1.866724 -4.679834 0.987432  0.21
H 3.060835 -5.532482 -1.013120  0.19
H 2.579329 -4.484842 -3.255459  0.20
H 3.717178 1.722360 6.377054  0.19
H 5.366749 2.327180 4.600193  0.19
H -0.410339 -1.043421 -4.199580  0.23
H -0.368249 -1.860236 0.806611  0.41
H -1.356948 -0.960042 -6.653897  0.20
H 0.521337 -2.774298 1.823641  0.43
H 0.100241 0.570217 -8.200479  0.21
H 4.864679 1.739971 2.246291  0.24

Forces on atoms 1 to 3 (eV/Å):
Hg -0.13 0.00 0.11
Te 0.23 0.09 -0.17
S -0.10 -0.24 0.03

Molecular formula: C15H13IrN4O3S2
Method: DFT, ωB97M-V with the def2-TZVPD basis set

Output
LUMO level (alpha / beta) ... -0.8589 / -0.8553 eV
Max |F| ... 0.0633 Eh/bohr
Energy above the lowest of the compared OMol25 structures with the same formula, charge and spin ... 283.2 kJ/mol
E_tot ... -1924.82691 Eh
Orbital gap (alpha / beta) ... 0.255 / 0.255 hartree
Net charge ... 0

Last column: natural (NBO) charge in e.
Cartesian coordinates (Å):
Ir 0.251636 -1.416715 0.696782  1.03
S 1.333453 -3.702049 0.741217  2.20
S 2.106742 -2.401371 -0.675813  -0.55
O 1.997136 -4.964626 0.764191  -0.91
O 1.483627 -2.860398 1.962707  -0.92
O -0.094601 -3.707349 0.350018  -0.92
N 0.921231 0.313760 1.781786  -0.36
N -0.722694 3.226990 3.169229  -0.79
N -0.531874 -0.674424 -1.348181  -0.44
N 0.934660 1.905386 4.059827  -0.42
C 0.151280 1.395398 1.870035  -0.02
C -3.878328 -1.162780 2.174899  -0.19
C -3.943222 -1.321191 -0.220409  -0.19
C 0.254727 -0.535259 -2.414596  0.09
C -2.193034 -1.682985 -2.722639  -0.24
C -4.600880 -1.307450 0.997865  -0.23
C 1.723539 0.844764 3.937038  0.03
C -2.554144 -1.228568 -0.260081  -0.08
C 0.127055 2.175483 3.033188  0.35
C -0.123342 -0.956413 -3.673515  -0.27
C -1.819058 -1.105642 0.919428  -0.24
C -2.492779 -1.050971 2.133176  -0.23
C 1.711779 0.026739 2.826199  -0.05
C -1.359511 -1.570723 -3.819943  -0.12
C -1.761656 -1.202910 -1.491219  0.22
H 1.216879 -0.072555 -2.242596  0.22
H -1.944945 -0.923136 3.059145  0.21
H -3.158284 -2.161838 -2.798720  0.23
H -0.447547 1.648729 1.005845  0.22
H 0.546425 -0.822593 -4.510017  0.23
H -1.222161 3.592253 2.380569  0.40
H -1.669075 -1.950353 -4.784584  0.23
H 2.329191 -0.856109 2.754368  0.25
H -0.633239 3.787412 3.997474  0.41
H -4.394195 -1.126279 3.126509  0.21
H -5.678531 -1.399231 1.034144  0.21
H 2.396319 0.643668 4.760410  0.21
H -4.517037 -1.369592 -1.138261  0.21

Forces on atoms 1 to 3 (eV/Å):
Ir 0.14 0.21 -2.72
S 2.15 -0.56 -2.38
S 0.12 -0.13 1.05

Molecular formula: C15H13NO4S
Method: DFT, ωB97M-V with the def2-TZVPD basis set

Output
LUMO level ... -0.6787 eV
Max |F| ... 0.0758 Eh/bohr
Energy above the lowest of the compared OMol25 structures with the same formula, charge and spin ... 74.0 kJ/mol
E_tot ... -1333.31909 Eh
SMILES ... CCOC(=O)[C@@H]1Sc2c(c(=O)n(C)c3ccccc23)C1=O
Orbital gap ... 0.298 hartree
Net charge ... 0

Last column: natural (NBO) charge in e.
Cartesian coordinates (Å):
S -0.700356 0.941283 -2.098050  0.34
O 2.828038 0.455434 1.403520  -0.58
O -1.480561 4.304673 -1.121323  -0.58
O 1.582424 2.814387 0.444777  -0.49
O -1.744232 2.680730 0.547367  -0.50
N 2.151503 -1.519084 0.603713  -0.40
C 1.321717 -2.205604 -0.344151  0.20
C -2.807931 3.450656 1.091206  -0.07
C 2.030128 -0.139399 0.698287  0.65
C 1.075154 0.584008 -0.143565  -0.29
C -3.356392 2.690498 2.301359  -0.63
C 3.249905 -2.217522 1.302912  -0.41
C 1.417628 -3.610131 -0.528309  -0.25
C 0.329401 -1.529133 -1.115762  -0.07
C -0.047950 2.447126 -1.269122  -0.51
C 0.524746 -4.331081 -1.335064  -0.17
C 0.258821 -0.064056 -1.029514  -0.04
C -0.505483 -3.658596 -1.990627  -0.23
C -0.585094 -2.258745 -1.921960  -0.18
C 0.885937 2.020742 -0.167717  0.54
C -1.154717 3.231131 -0.566803  0.80
H -3.617240 3.580564 0.352540  0.19
H -2.609773 2.623808 3.094953  0.22
H 3.699128 -1.629802 2.088231  0.26
H 3.983393 -2.477136 0.555565  0.20
H -3.689843 1.658181 2.083640  0.22
H 0.684579 -5.378760 -1.526641  0.22
H -1.371761 -1.765680 -2.504738  0.23
H -1.217793 -4.187969 -2.654377  0.22
H 0.461153 3.068369 -2.025412  0.29
H 2.237430 -4.127339 -0.062135  0.22
H -4.243016 3.224631 2.675111  0.22
H -2.449911 4.438898 1.382546  0.20
H 2.860971 -3.115073 1.779544  0.20

Forces on atoms 1 to 3 (eV/Å):
S 0.25 0.09 0.68
O -0.36 0.09 0.17
O 0.29 -2.81 2.38

Molecular formula: C15H14BClF2FeN2O9
Method: DFT, ωB97M-V with the def2-TZVPD basis set

Output
LUMO level (alpha / beta) ... 2.7334 / 2.7318 eV
Max |F| ... 0.0286 Eh/bohr
Energy above the lowest of the compared OMol25 structures with the same formula, charge and spin ... 395.2 kJ/mol
E_tot ... -3315.21769 Eh
2S+1 ... 6
Orbital gap (alpha / beta) ... 0.197 / 0.310 hartree
Net charge ... -1

Last column: natural (NBO) charge in e.
Cartesian coordinates (Å):
Fe -0.650418 0.424975 -0.069416  1.59
Cl -2.999306 0.552554 -1.425550  2.51
F 1.533046 -2.182831 -0.999488  -0.53
F 3.200605 -0.654837 -0.414898  -0.52
O 0.512073 2.815387 3.093222  -0.65
O -1.631554 -0.602782 1.595256  -0.58
O 2.526762 -0.314994 2.536626  -0.56
O -3.581638 0.915340 -0.159680  -0.84
O -2.247500 -0.710738 -1.252820  -0.89
O 1.113199 -0.847589 0.867698  -0.79
O -3.980514 0.408482 -2.444414  -0.80
O -0.197287 1.891433 1.186593  -0.88
O -1.986446 1.539509 -1.779898  -0.86
N 2.700999 1.785546 -2.227492  -0.57
N 1.080467 0.454739 -1.296333  -0.82
C -2.713583 -0.578605 3.639932  -0.42
C 1.241881 0.152522 -2.698657  0.20
C -0.596124 0.716105 3.213246  -0.35
C 0.954758 -0.871427 -4.826596  -0.25
C 2.702838 0.780136 -4.532172  -0.27
C 0.198123 -0.634627 3.029361  -0.34
C -0.019340 1.917401 2.460698  0.79
C -1.933035 -1.906272 3.478143  -0.43
C -1.976397 0.325748 2.656379  0.08
C 0.546481 -0.719091 -3.496351  -0.23
C -0.890648 -1.531944 2.423901  0.08
C 1.432623 -0.542383 2.134034  0.83
C 2.021009 -0.142593 -5.326979  -0.22
C 2.287519 0.928613 -3.220337  0.11
C 1.876478 1.640264 -1.114494  0.05
B 1.865830 -0.964417 -0.403942  1.28
H 0.556288 -0.995711 3.991614  0.24
H -1.471927 -2.257575 4.401282  0.21
H 0.427097 -1.567672 -5.465826  0.20
H 1.870552 2.262931 -0.241085  0.23
H -2.577084 -2.695934 3.094410  0.22
H -0.642334 0.979599 4.266965  0.23
H 2.323568 -0.274549 -6.358758  0.20
H -0.285330 -1.286120 -3.099741  0.23
H 3.517885 1.370356 -4.932739  0.20
H -0.526830 -2.350986 1.811095  0.23
H 3.396966 2.497324 -2.327216  0.41
H -2.548552 1.144080 2.228875  0.24
H -2.673556 -0.177427 4.652231  0.21
H -3.757643 -0.691954 3.353332  0.22

Forces on atoms 1 to 3 (eV/Å):
Fe 0.41 0.18 -0.50
Cl 0.13 -0.18 -0.09
F 0.17 1.11 0.36

Molecular formula: C15H14BiN2O6
Method: DFT, ωB97M-V with the def2-TZVPD basis set

Output
LUMO level ... -13.0446 eV
Max |F| ... 0.2025 Eh/bohr
E_tot ... -1354.16185 Eh
Orbital gap ... 0.125 hartree
Net charge ... +3

Last column: natural (NBO) charge in e.
Cartesian coordinates (Å):
Bi -1.821946 -3.795782 -0.665818  1.29
O -2.277326 -4.536693 2.650899  -0.20
O -1.328219 -3.139993 -3.951998  -0.18
O 1.229977 -5.387635 -0.529444  -0.21
O -4.848356 -2.287167 -0.757890  -0.18
O -3.287855 -6.794220 -1.489982  -0.19
O -1.280362 2.100725 -0.606813  -0.59
N 0.802193 2.732493 0.017496  -0.39
N -0.600699 -1.906823 0.158222  -0.61
C 2.667817 3.054183 1.651217  -0.63
C 0.485174 4.113647 -0.290531  -0.23
C -3.788395 -2.718376 -0.694318  0.47
C -2.784864 -5.794430 -1.203818  0.46
C 2.242811 2.471349 0.316214  -0.21
C -2.150358 -4.287700 1.543175  0.47
C -0.188466 1.800942 -0.163132  0.62
C -1.442470 -3.288623 -2.821733  0.47
C -0.723893 -0.609917 -0.280595  0.09
C 0.152632 4.409460 -1.738355  -0.62
C 0.225255 -2.274234 1.181856  0.01
C 0.072201 0.391957 0.286292  -0.08
C 0.965070 -1.292815 1.828323  -0.20
C 0.849378 0.025887 1.403799  -0.06
C 0.220722 -4.861770 -0.602197  0.47
H 1.003540 4.137808 -2.369190  0.21
H 2.569338 4.145443 1.661241  0.25
H 2.072392 2.646585 2.474689  0.19
H -1.460274 -0.472785 -1.098304  0.24
H 1.385608 0.808946 1.919829  0.28
H 2.427001 1.390948 0.291229  0.18
H -0.032628 5.481173 -1.874220  0.25
H -0.731618 3.847962 -2.048702  0.23
H -0.359249 4.414468 0.339715  0.23
H 0.233516 -3.355062 1.445367  0.19
H 1.602256 -1.630238 2.644781  0.28
H 2.834226 2.951741 -0.482447  0.24
H 1.349202 4.708401 0.012627  0.22
H 3.716666 2.800143 1.842518  0.24

Forces on atoms 1 to 3 (eV/Å):
Bi 2.56 3.71 1.62
O 0.49 0.88 -3.82
O -0.47 -0.58 4.31

Molecular formula: C15H14BiN5O4S2Se2
Method: DFT, ωB97M-V with the def2-TZVPD basis set

Output
LUMO level ... -0.1838 eV
Max |F| ... 0.0094 Eh/bohr
Energy above the lowest of the compared OMol25 structures with the same formula, charge and spin ... 143.0 kJ/mol
E_tot ... -6968.59071 Eh
Orbital gap ... 0.272 hartree
Net charge ... 0

Last column: natural (NBO) charge in e.
Cartesian coordinates (Å):
Bi -0.875116 -0.736205 -0.045878  1.89
Se -1.285964 -0.626067 2.941747  0.16
Se -3.152317 0.689706 2.724085  0.26
S -1.281703 -0.110891 -2.940751  2.57
S 3.459223 1.127796 -0.026577  -0.11
O -0.128137 0.163012 -1.981734  -1.06
O -2.470394 0.656194 -2.206760  -0.78
O -1.648518 -1.505500 -2.826005  -0.97
O -1.053621 0.438683 -4.233467  -0.92
N 2.178064 -3.248110 -2.368322  -0.32
N 0.974609 -2.539505 -0.670821  -0.55
N -0.181153 1.931882 3.343033  -0.44
N 0.927290 0.210223 0.649438  -0.83
N -2.031205 1.228048 0.085681  -0.77
C 2.053755 2.386172 4.056572  -0.25
C 1.503975 -4.343026 -1.880823  -0.09
C -2.135012 1.794221 -1.240281  0.20
C 1.829402 -2.194090 -1.612761  0.21
C 1.997580 0.603812 0.338282  0.24
C -3.103683 1.369280 0.911253  0.08
C 0.760977 -3.890472 -0.837338  -0.07
C 2.301926 1.027852 4.192284  -0.15
C 0.796254 2.790200 3.641028  0.05
C -4.199177 2.119594 0.654868  -0.40
C 0.082459 0.656479 3.473364  0.07
C 3.114369 -3.225091 -3.481394  -0.40
C -4.206332 2.897956 -0.554608  -0.16
C -3.201477 2.797599 -1.430235  -0.25
C 1.291291 0.129159 3.903775  -0.27
H 1.440841 -0.939180 3.990531  0.23
H 2.821558 3.117700 4.264808  0.23
H 2.906691 -2.366242 -4.115243  0.23
H 2.199075 -1.195789 -1.790052  0.23
H -4.992398 2.213015 1.383737  0.22
H 1.605320 -5.317910 -2.323481  0.22
H -5.017244 3.594207 -0.728284  0.22
H 2.982385 -4.131137 -4.066366  0.22
H 0.558184 3.840261 3.523287  0.20
H 0.088590 -4.444504 -0.204415  0.21
H 3.271787 0.672533 4.514833  0.23
H -1.163272 2.152641 -1.565114  0.21
H 4.140737 -3.175506 -3.122588  0.21
H -3.159620 3.380995 -2.339305  0.22

Forces on atoms 1 to 3 (eV/Å):
Bi 0.32 0.20 -0.31
Se 0.00 0.06 0.33
Se 0.04 -0.10 -0.12

Repeat the fourth record exactly.
Molecular formula: C15H14BClF2FeN2O9
Method: DFT, ωB97M-V with the def2-TZVPD basis set

Output
LUMO level (alpha / beta) ... 2.7334 / 2.7318 eV
Max |F| ... 0.0286 Eh/bohr
Energy above the lowest of the compared OMol25 structures with the same formula, charge and spin ... 395.2 kJ/mol
E_tot ... -3315.21769 Eh
2S+1 ... 6
Orbital gap (alpha / beta) ... 0.197 / 0.310 hartree
Net charge ... -1

Last column: natural (NBO) charge in e.
Cartesian coordinates (Å):
Fe -0.650418 0.424975 -0.069416  1.59
Cl -2.999306 0.552554 -1.425550  2.51
F 1.533046 -2.182831 -0.999488  -0.53
F 3.200605 -0.654837 -0.414898  -0.52
O 0.512073 2.815387 3.093222  -0.65
O -1.631554 -0.602782 1.595256  -0.58
O 2.526762 -0.314994 2.536626  -0.56
O -3.581638 0.915340 -0.159680  -0.84
O -2.247500 -0.710738 -1.252820  -0.89
O 1.113199 -0.847589 0.867698  -0.79
O -3.980514 0.408482 -2.444414  -0.80
O -0.197287 1.891433 1.186593  -0.88
O -1.986446 1.539509 -1.779898  -0.86
N 2.700999 1.785546 -2.227492  -0.57
N 1.080467 0.454739 -1.296333  -0.82
C -2.713583 -0.578605 3.639932  -0.42
C 1.241881 0.152522 -2.698657  0.20
C -0.596124 0.716105 3.213246  -0.35
C 0.954758 -0.871427 -4.826596  -0.25
C 2.702838 0.780136 -4.532172  -0.27
C 0.198123 -0.634627 3.029361  -0.34
C -0.019340 1.917401 2.460698  0.79
C -1.933035 -1.906272 3.478143  -0.43
C -1.976397 0.325748 2.656379  0.08
C 0.546481 -0.719091 -3.496351  -0.23
C -0.890648 -1.531944 2.423901  0.08
C 1.432623 -0.542383 2.134034  0.83
C 2.021009 -0.142593 -5.326979  -0.22
C 2.287519 0.928613 -3.220337  0.11
C 1.876478 1.640264 -1.114494  0.05
B 1.865830 -0.964417 -0.403942  1.28
H 0.556288 -0.995711 3.991614  0.24
H -1.471927 -2.257575 4.401282  0.21
H 0.427097 -1.567672 -5.465826  0.20
H 1.870552 2.262931 -0.241085  0.23
H -2.577084 -2.695934 3.094410  0.22
H -0.642334 0.979599 4.266965  0.23
H 2.323568 -0.274549 -6.358758  0.20
H -0.285330 -1.286120 -3.099741  0.23
H 3.517885 1.370356 -4.932739  0.20
H -0.526830 -2.350986 1.811095  0.23
H 3.396966 2.497324 -2.327216  0.41
H -2.548552 1.144080 2.228875  0.24
H -2.673556 -0.177427 4.652231  0.21
H -3.757643 -0.691954 3.353332  0.22

Forces on atoms 1 to 3 (eV/Å):
Fe 0.41 0.18 -0.50
Cl 0.13 -0.18 -0.09
F 0.17 1.11 0.36